# 1
Formula: C8H17LiO3PS4
Source: the OMol25 dataset
Level of theory: ωB97M-V/def2-TZVPD

## Properties
**LUMO energy**: 2.92 eV
**HOMO energy**: -4.2 eV
**Total charge**: -1

```
34
Properties=species:S:1:pos:R:3:forces:R:3
Li 5.69772 7.55069 9.76548 -0.7 -0.8 0.8
C 4.92379 6.79445 14.91653 1.0 0.6 0.3
O 5.11450 5.98322 13.75808 -0.1 0.3 0.7
C 4.83586 6.53008 12.56945 0.2 -0.5 -1.2
S 4.16743 8.04108 12.37710 -0.1 0.2 0.5
S 5.25189 5.50408 11.24574 0.1 0.3 0.2
H 5.21892 6.17853 15.77136 0.0 0.0 -0.2
H 3.91037 7.14207 15.04201 -0.5 -0.1 -0.2
H 5.55803 7.71787 14.88519 -0.4 -0.8 -0.1
C 7.87308 11.66483 6.23604 -0.5 0.9 -0.2
C 6.99636 10.46741 6.05506 -0.9 -0.3 -0.8
C 6.15785 10.55009 4.78048 0.6 1.0 0.2
O 5.99369 10.40729 7.04838 -0.3 -0.1 1.6
P 6.12880 9.85432 8.57764 0.4 -0.3 -1.3
S 4.33945 9.42696 9.23250 0.0 0.1 -0.2
S 7.42565 8.28470 8.55738 0.0 0.9 -0.2
O 6.76555 11.15541 9.27560 -0.1 -0.6 -0.9
C 6.89150 11.35783 10.67191 0.9 0.0 1.3
C 5.62856 11.99706 11.20863 -0.7 1.3 -0.5
C 7.30440 10.13011 11.54148 -1.2 1.2 -0.5
H 8.48665 11.84356 5.36366 0.4 -0.2 -0.2
H 8.46850 11.59363 7.11690 0.6 -0.1 0.6
H 7.25462 12.56819 6.35248 0.0 -0.3 0.0
H 7.54286 9.51756 6.02849 0.2 0.2 0.2
H 5.57243 11.48600 4.75174 0.3 -0.2 0.1
H 5.45476 9.74621 4.79508 -0.3 -0.7 -0.3
H 6.84090 10.53009 3.93462 -0.2 -0.2 -0.4
H 7.78136 12.02576 10.69406 -0.7 0.0 0.3
H 4.77542 11.31752 11.01930 0.4 0.4 0.1
H 5.41956 13.00563 10.71212 0.2 -1.4 0.5
H 5.68541 12.19743 12.28291 0.2 -0.2 -0.1
H 6.47512 9.49626 11.82126 -0.4 -0.4 -0.5
H 7.56440 10.53586 12.50684 0.8 0.2 0.2
H 8.06348 9.59023 11.02766 0.8 -0.5 0.1
```
Forces are in eV/Å.

***

# 2
Formula: C8H17N
Source: the OMol25 dataset
Level of theory: ωB97M-V/def2-TZVPD

## Properties
**LUMO energy**: 1.02 eV
**HOMO energy**: -8.2 eV
**ΔE to the lowest compared entry with this formula, charge and spin**: 2.690 eV

```
26
Properties=species:S:1:pos:R:3:forces:R:3
C -0.55700 0.11850 -2.73081 -0.2 0.1 0.5
C -0.83803 -0.50483 -1.58647 -0.4 1.7 2.0
C -1.38450 -1.89444 -1.51508 -0.1 -0.1 0.0
C -0.65690 0.29930 0.06584 -1.7 -1.8 -4.9
C -1.25055 1.69866 0.08302 -0.2 0.1 0.0
N 0.69113 0.07005 0.28618 1.4 0.4 5.7
C 1.67909 0.90171 -0.37928 0.2 -0.1 -0.2
C 0.81407 0.23170 2.06045 0.8 -0.4 -2.8
C 1.20754 -1.14023 2.54901 0.1 -0.1 0.2
H -0.14652 1.12287 -2.76337 -0.1 0.0 0.1
H -0.80129 -0.31833 -3.70015 0.3 -0.2 0.2
H -2.37233 -1.89469 -1.04164 0.1 0.0 0.1
H -0.72267 -2.54097 -0.93109 -0.1 0.1 0.1
H -1.50596 -2.34924 -2.50713 0.1 0.2 0.1
H -1.28280 -0.36558 0.66894 0.3 0.0 0.0
H -2.04964 1.77665 -0.66039 0.1 0.0 0.1
H -1.69124 1.90068 1.06437 0.1 0.1 0.0
H -0.51912 2.48250 -0.11643 0.0 -0.1 -0.1
H 2.15622 0.30635 -1.16187 -0.1 0.1 -0.1
H 1.28658 1.81678 -0.82982 -0.1 0.0 0.0
H 2.48443 1.19506 0.30003 -0.2 -0.1 0.1
H 1.59444 0.97032 2.25084 0.0 -0.1 -0.2
H -0.08952 0.60798 2.54353 -0.3 -0.1 -0.6
H 0.41666 -1.87401 2.36929 0.1 0.1 0.0
H 2.12073 -1.48765 2.05538 -0.2 0.1 0.0
H 1.41719 -1.12914 3.62662 -0.1 0.0 -0.1
```
Forces are in eV/Å.

***

# 3
Formula: C8H17N4
Source: the OMol25 dataset
Level of theory: ωB97M-V/def2-TZVPD

## Properties
**LUMO energy (spin up / spin down)**: -4.58 / -4.59 eV
**HOMO energy (spin up / spin down)**: -12.5 / -12.5 eV
**ΔE to the lowest compared entry with this formula, charge and spin**: 4.170 eV
**Total charge**: +1

```
29
Properties=species:S:1:pos:R:3:forces:R:3
C -1.41161 -1.92328 -0.17316 -0.6 -1.2 0.4
C 2.44535 -0.12232 1.34911 -2.3 -1.5 0.7
C 2.67948 -0.38709 -1.01168 0.6 -2.7 0.0
C 0.86048 -0.35740 1.14316 1.2 -1.1 1.1
C 1.16559 -0.73132 -1.26829 1.6 1.2 -0.1
C -3.83575 0.16809 0.05144 1.2 -0.2 -0.7
C -2.37314 0.15360 0.62569 0.4 1.3 1.8
C -1.50837 -0.51379 -0.37947 2.2 1.2 -0.2
N -1.42011 -3.00131 0.26140 0.3 1.2 -0.8
N 3.16023 -0.79932 0.30950 0.2 0.9 0.3
N 0.37414 1.35209 -0.57480 1.7 1.3 2.4
N 0.44297 0.08305 -0.24014 -3.6 -4.6 0.2
H 2.79142 0.85812 1.17814 -0.5 1.8 0.7
H 2.52045 -0.43952 2.45389 0.9 0.2 -1.9
H 3.35029 -0.96732 -1.70444 -1.0 0.8 0.1
H 2.76396 0.67881 -1.18998 0.5 0.1 0.2
H 0.60144 -1.55227 1.20014 0.8 3.1 -0.2
H 0.40656 0.12296 2.06709 -0.4 -0.1 -1.8
H 1.02385 -0.30772 -2.28602 -0.8 -0.5 0.6
H 0.87398 -1.77936 -1.17467 0.2 0.2 -0.1
H -3.93387 -0.60150 -0.77753 -0.5 0.8 1.4
H -4.54894 0.17290 0.85291 -0.5 -0.9 0.2
H -3.95444 1.16312 -0.34926 -0.1 0.1 -0.7
H -2.21111 -0.38606 1.61912 -0.7 0.8 -1.2
H -2.11666 1.28837 0.77910 0.0 -2.1 -0.3
H -1.59669 -0.02500 -1.35586 0.1 -0.9 -0.1
H 3.07015 -1.76142 0.48794 0.2 -1.7 -0.5
H -0.01744 1.85948 0.17125 -0.6 1.4 0.2
H 0.29009 1.55117 -1.51449 -0.5 0.7 -2.0
```
Forces are in eV/Å.

***

# 4
Formula: C8H17NO5
Source: the OMol25 dataset
Level of theory: ωB97M-V/def2-TZVPD

## Properties
**LUMO energy**: -0.26 eV
**HOMO energy**: -9.1 eV
**ΔE to the lowest compared entry with this formula, charge and spin**: 7.808 eV

```
31
Properties=species:S:1:pos:R:3:forces:R:3
C 3.15794 -1.40179 0.23734 0.5 -1.6 -2.0
C 1.73912 -1.11550 1.01838 0.3 0.6 1.4
C -0.38638 -1.47848 -0.20672 0.7 -1.3 -3.1
C -1.75225 -1.30545 0.41414 2.1 -0.8 1.4
C -2.18068 0.15622 0.48018 -0.2 0.2 -2.6
C -1.02566 1.02094 -0.22228 -4.8 2.2 -1.4
C 0.29983 0.83230 0.32713 0.4 -0.9 2.8
C 1.20942 1.85115 -0.40553 -0.3 -1.7 0.8
H 1.75699 -0.46426 -0.87891 1.6 -0.6 -0.5
H 4.17800 -1.14464 0.77740 -2.5 -0.3 -0.7
H 3.17715 -2.65554 0.09221 0.1 3.4 0.0
H 1.91605 -0.32438 1.84248 -0.3 -1.4 -1.2
H 1.11127 -1.98163 1.41083 2.0 0.6 0.1
H -0.70980 -1.39972 -1.28183 1.1 0.5 0.5
H -0.19263 -2.61775 -0.23727 0.6 1.9 0.8
H -1.56790 -1.79284 1.43108 -1.6 0.4 -0.9
H -3.53484 -1.90840 -0.32505 5.1 -0.8 -1.4
H -2.32116 0.58170 1.43605 0.3 0.1 1.3
H -3.41884 0.34493 -1.31249 -0.7 -0.2 5.8
H -1.06335 0.99912 -1.39347 0.0 -0.5 1.9
H -2.35161 2.55384 -0.22602 3.1 -0.3 1.3
H 0.05789 0.95516 1.52431 1.4 0.0 -2.6
H 0.66563 2.77647 -0.30929 0.6 0.6 -0.1
H 0.97326 1.43732 -1.48061 1.8 1.1 1.3
H 3.02458 1.07540 -0.02156 -1.0 1.7 -0.1
N 0.74587 -0.58177 0.06019 1.1 0.8 -0.5
O 3.14501 -0.61679 -1.12185 -3.3 -1.6 4.6
O -2.38630 -2.05622 -0.58702 -7.4 0.4 2.2
O -3.56509 0.34433 -0.05791 2.7 0.0 -5.7
O -1.36962 2.42568 0.14447 -3.1 -0.8 -1.8
O 2.51478 1.93814 0.20668 -0.4 -1.7 -1.7
```
Forces are in eV/Å.

***

Sequential molar mass output: 327.404; 127.231; 169.252; 207.226 g mol⁻¹